# 1
Computed, not measured: one molecule with the formula C4H9N3O, with ωB97M-V with the def2-TZVPD basis set.

```
! RIJCOSX wB97M-V def2-TZVPD def2/J DEFGRID3
* xyz 0 1
C 1.239 -1.784 -0.002
N 0.723 -0.431 -0.002
C -0.632 -0.302 -0.001
N -2.684 0.660 -0.001
C 1.614 0.634 0.000
C 1.334 1.929 0.000
O -1.294 -1.480 0.001
N -1.236 0.827 -0.003
H -2.239 -1.219 -0.002
H -3.018 1.161 0.821
H -3.021 1.182 -0.809
H 2.643 0.299 0.000
H 2.325 -1.761 -0.007
H 0.888 -2.326 -0.883
H 0.898 -2.323 0.885
H 2.135 2.646 0.002
H 0.325 2.288 -0.001
*
```

Results
LUMO level: 0.0321 Eh
gap between HOMO and LUMO: 0.3328 Eh

Mulliken population analysis, charges in e, atoms 1 to 5:
1 C -0.8856
2 N 0.0777
3 C 0.4397
4 N -0.7668
5 C 0.0875


# 2
Computed, not measured: a 2-piece molecular cluster, C4H14N4 overall, with ωB97M-V with the def2-TZVPD basis set.

```
! RIJCOSX wB97M-V def2-TZVPD def2/J DEFGRID3
* xyz 2 1
C 5.840 0.241 0.040
C 7.066 0.487 -0.735
C 4.968 1.407 0.181
C -10.401 -0.691 0.069
N 5.693 -1.050 0.197
N -8.592 0.859 0.285
N 4.368 -1.538 0.826
N -9.386 0.215 -0.400
H 7.035 1.540 -0.913
H 7.472 0.009 -1.593
H 7.810 0.319 0.023
H 4.395 1.219 1.089
H 4.268 1.470 -0.616
H 5.458 2.355 0.400
H -11.399 -0.363 -0.200
H -10.215 -1.666 -0.343
H -10.417 -0.811 1.121
H 6.137 -1.750 -0.267
H -8.660 0.717 1.352
H 3.725 -0.836 0.497
H 4.010 -2.348 0.338
H -9.175 0.215 -1.350
*
```

Results
LUMO level: -0.2897 Eh
gap between HOMO and LUMO: 0.3118 Eh

Mulliken population analysis, charges in e, atoms 1 to 5:
1 C 1.0784
2 C -1.3285
3 C -1.4670
4 C -0.6302
5 N 0.0201


# 3
Computed, not measured: C21H27F3N3O6S3V as an isolated structure, with ωB97M-V with the def2-TZVPD basis set.

```
! RIJCOSX wB97M-V def2-TZVPD def2/J DEFGRID3
* xyz 0 3
V -0.180 -1.016 0.729
F 4.497 -0.691 5.128
C 3.726 -0.247 4.113
F 3.107 0.860 4.559
F 4.560 0.129 3.132
C 2.755 -1.304 3.667
C 2.777 -2.550 4.254
C 1.884 -3.536 3.840
C 0.995 -3.217 2.838
N 0.969 -2.013 2.265
C 1.822 -1.041 2.639
S 1.633 0.428 1.755
H 3.492 -2.756 5.038
H 1.885 -4.521 4.283
H 0.270 -3.929 2.462
N -1.461 -0.393 2.432
N -2.712 -0.023 1.898
C -2.716 0.391 0.541
O -3.752 0.887 0.118
O -1.643 0.138 -0.110
H -1.593 -1.134 3.109
H -0.972 0.385 2.868
H -3.311 0.535 2.488
C 1.718 -0.493 -2.850
O 1.865 -1.314 -1.637
C 1.014 -1.210 -0.725
O -0.606 -2.390 -2.787
H 2.572 0.180 -2.872
H 0.773 0.042 -2.816
H 1.752 -1.187 -3.684
O -1.413 -2.750 0.480
S -2.078 -3.373 -0.736
C -0.788 -3.538 -2.037
C -1.678 -2.107 -3.700
C -3.037 -2.429 -3.087
C -3.015 -2.095 -1.603
H -1.073 -4.408 -2.642
H 0.126 -3.751 -1.482
H -1.519 -2.670 -4.625
H -1.588 -1.040 -3.904
H -3.317 -3.475 -3.247
H -3.804 -1.831 -3.580
H -4.001 -2.058 -1.143
H -2.498 -1.152 -1.417
C 2.366 4.064 1.738
C 1.379 3.620 0.694
C 1.797 3.237 -0.576
C 0.886 2.800 -1.528
C -0.456 2.736 -1.201
C -0.899 3.105 0.061
C 0.019 3.551 0.996
S -1.657 2.166 -2.394
C -1.861 3.758 -3.214
O -0.934 1.319 -3.400
H 3.378 4.094 1.337
H 2.360 3.368 2.580
H 2.118 5.057 2.117
H 2.853 3.273 -0.818
H 1.207 2.493 -2.516
H -1.952 3.020 0.306
H -0.317 3.832 1.988
H -0.898 4.078 -3.609
H -2.244 4.482 -2.494
H -2.578 3.614 -4.020
*
```

Results
LUMO level (alpha / beta): 0.0111 / 0.0111 Eh
<S²>: 2.349
gap between HOMO and LUMO (alpha / beta): 0.2804 / 0.2736 Eh

Mulliken population analysis, charges in e, atoms 1 to 5:
1 V 0.0456
2 F -0.3205
3 C 0.5222
4 F -0.2138
5 F -0.2240


# 4
Computed, not measured: C8H11I2NO4 as an isolated structure, with ωB97M-V with the def2-TZVPD basis set.

```
! RIJCOSX wB97M-V def2-TZVPD def2/J DEFGRID3
* xyz 0 1
C -2.105 0.180 -1.674
C -1.718 0.809 -0.403
C 0.775 0.519 -0.223
C 2.522 -0.978 1.688
C -0.419 1.494 -0.378
C -2.439 0.768 0.773
C 2.866 0.291 0.880
C -3.173 -0.631 -1.819
N -3.367 -1.233 -3.101
O 0.901 -0.522 -0.834
O -4.235 -2.053 -3.173
O -2.791 -0.698 -4.025
O 1.686 1.040 0.587
I -3.905 2.425 0.601
I -1.780 -3.328 0.660
H -1.301 0.195 -2.457
H 3.495 -1.655 1.646
H 2.340 -0.672 2.835
H 1.828 -1.643 1.286
H -0.290 2.342 0.251
H -0.228 1.895 -1.519
H -3.178 -0.013 0.951
H -1.958 1.052 1.675
H 3.323 -0.116 -0.092
H 3.569 0.830 1.495
H -3.848 -0.693 -1.001
*
```

Results
LUMO level (alpha / beta): -0.0717 / -0.1268 Eh
gap between HOMO and LUMO (alpha / beta): 0.2888 / 0.1767 Eh

Mulliken population analysis, charges in e, atoms 1 to 5:
1 C -0.0081
2 C 1.0485
3 C 0.6634
4 C -1.0439
5 C -0.9860


# 5
Computed, not measured: one molecule with the formula C20H33N5O4, with ωB97M-V with the def2-TZVPD basis set.

```
! RIJCOSX wB97M-V def2-TZVPD def2/J DEFGRID3
* xyz 0 1
C 4.617 0.543 3.938
C 3.229 -0.006 4.171
O 2.612 -0.197 2.911
C 1.349 -0.829 2.961
C 0.257 0.145 3.408
C -1.125 -0.496 3.323
N -1.351 -1.026 1.988
C -2.063 -0.393 1.026
O -2.000 -0.718 -0.150
C -2.952 0.783 1.447
O -3.735 1.127 0.342
C -3.941 2.515 0.107
C -2.624 3.221 -0.283
C -2.879 2.783 -1.750
N -2.240 1.529 -2.065
C -1.311 1.388 -3.034
O -0.975 2.273 -3.807
C -0.696 0.000 -3.098
C 0.820 0.094 -2.889
C 1.505 -1.192 -3.190
N 1.862 -2.107 -2.305
C 2.391 -3.087 -3.078
N 2.390 -2.838 -4.367
N 1.816 -1.616 -4.427
C 1.643 -0.951 -5.699
C -4.373 2.626 -1.365
C -0.352 -2.007 1.575
C 1.048 -1.396 1.577
C 2.079 -2.426 1.137
H 5.124 0.706 4.889
H 5.207 -0.154 3.343
H 4.566 1.492 3.405
H 3.273 -0.964 4.706
H 2.645 0.689 4.788
H 1.394 -1.670 3.675
H 0.437 0.484 4.431
H 0.299 1.022 2.756
H -1.201 -1.326 4.032
H -1.899 0.220 3.585
H -3.580 0.505 2.300
H -2.306 1.611 1.764
H -4.564 2.957 0.890
H -2.701 4.302 -0.166
H -1.699 2.871 0.178
H -2.620 3.495 -2.528
H -2.385 0.750 -1.428
H -1.126 -0.654 -2.341
H -0.921 -0.421 -4.081
H 1.217 0.905 -3.500
H 1.030 0.328 -1.845
H 2.792 -4.005 -2.680
H 1.057 -0.047 -5.554
H 2.612 -0.691 -6.121
H 1.121 -1.616 -6.384
H -4.906 1.765 -1.764
H -4.932 3.541 -1.556
H -0.394 -2.853 2.269
H -0.610 -2.362 0.581
H 1.053 -0.558 0.871
H 2.070 -3.290 1.809
H 1.865 -2.773 0.126
H 3.079 -1.997 1.147
*
```

Results
LUMO level: 0.0205 Eh
gap between HOMO and LUMO: 0.3560 Eh

Mulliken population analysis, charges in e, atoms 1 to 5:
1 C -1.3265
2 C -0.0979
3 O -0.3370
4 C -0.2427
5 C -0.5422


# 6
Computed, not measured: CH6N3O as an isolated structure, with ωB97M-V with the def2-TZVPD basis set.

```
! RIJCOSX wB97M-V def2-TZVPD def2/J DEFGRID3
* xyz 1 1
C 0.447 -0.741 0.244
N -0.535 1.495 0.383
N -0.461 0.270 -1.644
N -0.210 0.389 -0.372
O -0.922 1.100 -2.415
H 0.156 -0.767 1.357
H 1.479 -0.550 0.244
H 0.199 -1.650 -0.203
H -1.180 1.427 1.160
H -0.794 2.228 -0.165
H -0.040 -0.993 -1.949
*
```

Results
LUMO level: -0.2108 Eh
gap between HOMO and LUMO: 0.3520 Eh

Mulliken population analysis, charges in e, atoms 1 to 5:
1 C -0.6972
2 N -0.6622
3 N 0.1170
4 N 0.6420
5 O -0.4160


For reference, energy relative to the best compared isomer or geometry (same formula, charge and spin) by record: 49.8, 86.9, 55.3, 25.9, 2.0, 114.3 kcal/mol.